13
Properties=species:S:1:pos:R:3 method="wB97M-V/def2-TZVPD" e_lumo_ha=0.0185 energy_ha=-323.6967 gap_ev=9.64 de_lowest_kj_mol=221.4
H -0.024 1.011 0.523
C -2.012 0.208 0.147
C 2.201 0.436 -0.668
H -2.381 -0.808 0.022
O 1.646 -0.609 -1.103
H -2.503 0.663 1.009
H 1.024 -1.043 0.958
N -0.581 0.148 0.489
H 3.200 0.696 -1.069
H -2.143 0.802 -0.755
O 1.738 1.239 0.170
C 0.131 -0.925 0.364
H -0.296 -1.816 -0.086